No. 1
{"formula": "CH9P5", "method": "the ωB97M-V functional and the def2-TZVPD basis", "species": ["P", "P", "P", "P", "P", "C", "H", "H", "H", "H", "H", "H", "H", "H", "H"], "positions_angstrom": [[1.1505, -1.3405, -0.8649], [-0.1958, 0.8763, 1.0146], [-0.1904, 1.4764, -2.0594], [-1.8455, -0.4955, 0.6545], [1.2156, -0.5796, 2.0734], [0.6771, 0.6345, -0.6563], [0.2088, 0.7202, -3.3071], [-0.0837, -1.8296, -0.3673], [-1.2895, 0.6258, -2.0155], [0.5987, -0.0629, 3.1215], [1.6848, 1.0282, -0.4778], [-1.8978, -0.7898, 1.9563], [0.6205, -1.3690, -2.0899], [2.0353, 0.5472, 2.2497], [-2.6887, 0.5583, 0.7684]], "smiles": "PC(P)P(P)#[PH2]", "homo_lumo_gap_ev": 8.7, "e_above_lowest_kcal_mol": 11.75}



No. 2
{"formula": "C35H43AuN5O7S3", "method": "the ωB97M-V functional and the def2-TZVPD basis", "species": ["Au", "S", "S", "S", "O", "O", "O", "O", "O", "O", "O", "N", "N", "N", "N", "N", "C", "C", "C", "C", "C", "C", "C", "C", "C", "C", "C", "C", "C", "C", "C", "C", "C", "C", "C", "C", "C", "C", "C", "C", "C", "C", "C", "C", "C", "C", "C", "C", "C", "C", "C", "H", "H", "H", "H", "H", "H", "H", "H", "H", "H", "H", "H", "H", "H", "H", "H", "H", "H", "H", "H", "H", "H", "H", "H", "H", "H", "H", "H", "H", "H", "H", "H", "H", "H", "H", "H", "H", "H", "H", "H", "H", "H", "H"], "positions_angstrom": [[-0.0526, -0.3781, 0.2336], [2.4910, -1.4549, -1.5067], [-1.5815, -3.3681, 0.2615], [-4.1069, 0.8443, 6.6872], [-1.5388, -1.8072, 0.2606], [1.8760, 2.3807, 4.3557], [-4.2498, -0.5232, 6.1645], [-4.8919, 1.7626, 5.6216], [1.0232, -1.6204, -1.0002], [1.4208, 0.8660, -0.3658], [0.6574, 1.6690, 6.0025], [-1.1576, 0.5190, 4.0946], [-0.7876, 0.5409, 1.9358], [3.0326, 1.9560, 0.9126], [3.3139, 3.2324, 1.2494], [0.9004, 1.8204, 4.8320], [0.2513, -4.8457, 4.1231], [0.7455, -3.6702, 3.5629], [1.0588, -0.0558, -5.0052], [2.9650, -3.2042, -1.7928], [4.3607, -1.3630, 1.9194], [1.4175, 3.2781, 0.1181], [1.8660, 1.9615, 0.1884], [-5.2640, 3.1194, 6.0122], [-1.2599, -5.1114, 2.2739], [-0.7654, -3.9315, 1.7307], [0.2018, 1.2833, 2.5352], [3.5335, -0.7012, -3.8895], [-0.0154, 1.2623, 3.8578], [1.7870, -4.1408, -2.0500], [2.4115, 5.5255, 0.9944], [3.4572, -0.2279, -5.1903], [-0.5396, -3.8811, -1.1348], [1.1176, -0.5356, -3.7025], [-1.6079, 0.0850, 2.9143], [4.4156, 3.5959, 2.1541], [2.3553, -0.8702, -3.1744], [0.8749, -4.3454, -0.8182], [0.2370, -3.2028, 2.3622], [-6.3139, 3.1507, 7.0998], [-2.3749, 1.3291, 6.1668], [2.2238, 0.0953, -5.7431], [5.2204, 0.9254, 0.5887], [-2.8715, -0.6763, 2.7267], [3.4995, -0.2850, 1.7768], [5.6509, -1.2983, 1.4050], [-0.7378, -5.5714, 3.4753], [-1.7927, 0.1638, 5.3919], [6.0778, -0.1533, 0.7433], [2.3517, 4.0522, 0.7885], [3.9376, 0.8529, 1.1124], [1.5312, -3.1194, 4.0663], [0.2201, -0.6563, -3.1086], [1.2751, -3.7740, 0.0153], [-6.5356, 4.1872, 7.3550], [2.5086, -0.3151, 2.2104], [4.4987, -0.9388, -3.4498], [-1.1141, -6.4886, 3.9086], [1.5993, 6.0086, 0.4588], [-7.2354, 2.6765, 6.7619], [-2.6118, -0.5145, 5.1591], [-3.7244, -0.0041, 2.8607], [7.0835, -0.0955, 0.3476], [-1.1212, -4.6369, -1.6657], [4.3614, -0.1034, -5.7723], [2.1725, 0.4772, -6.7549], [4.8505, 2.6981, 2.5767], [0.6421, -5.1963, 5.0699], [6.3285, -2.1341, 1.5293], [-5.9718, 2.6388, 7.9992], [2.2136, -5.0956, -2.3559], [-2.9728, -1.4855, 3.4477], [5.5510, 1.8152, 0.0629], [-2.0517, -5.6590, 1.7704], [0.6266, -2.2904, 1.9262], [3.5302, -3.4888, -0.9038], [0.1006, 0.1953, -5.4423], [-2.9107, -1.0741, 1.7215], [4.0331, -2.2479, 2.4540], [3.3586, 5.9244, 0.6238], [4.0219, 4.2128, 2.9572], [3.6377, -3.1562, -2.6509], [-2.4836, 2.2349, 5.5707], [-5.6437, 3.5605, 5.0979], [-4.3720, 3.6766, 6.3129], [2.3330, 5.7877, 2.0516], [-0.5337, -2.9703, -1.7300], [1.2164, -3.7755, -2.9083], [0.8673, -5.3890, -0.5065], [-1.0651, -0.3844, 5.9801], [-1.8250, 1.5510, 7.0769], [0.5243, 3.6206, -0.3826], [0.9680, 1.8129, 1.9982], [5.1802, 4.1549, 1.6172]], "homo_lumo_gap_ev": 4.4, "charge": 3}



No. 3
{"formula": "C32H23F5MgN3S2SbSe", "method": "the ωB97M-V functional and the def2-TZVPD basis", "species": ["Sb", "Se", "S", "S", "Mg", "F", "F", "F", "F", "F", "N", "N", "N", "C", "C", "C", "C", "C", "C", "C", "C", "C", "C", "C", "C", "C", "C", "C", "C", "C", "C", "C", "C", "C", "C", "C", "C", "C", "C", "C", "C", "C", "C", "C", "C", "H", "H", "H", "H", "H", "H", "H", "H", "H", "H", "H", "H", "H", "H", "H", "H", "H", "H", "H", "H", "H", "H", "H"], "positions_angstrom": [[0.9677, -0.0136, 1.0591], [-0.2881, 1.2563, -2.6712], [-1.5058, -2.2515, -1.0106], [-1.8706, -4.1685, 1.1301], [-1.6619, 0.2316, -0.7833], [-3.7123, -1.6617, -6.7515], [-4.7260, -1.0709, -4.2900], [-1.1695, -0.9422, -7.3595], [-3.2230, 0.2064, -2.4762], [0.3492, 0.3382, -5.5828], [-2.6996, -0.4225, 0.9356], [-2.6392, -1.6915, 1.4461], [-2.6859, 2.0370, -0.0852], [1.9331, 3.9214, -0.5760], [2.0113, 1.6115, 0.1500], [3.3323, 0.2341, 3.0507], [2.0108, -0.1777, 2.8975], [3.2081, -3.7533, -1.2140], [-2.0886, -2.5270, 0.5845], [-3.3406, 4.3256, -0.0449], [-1.6683, -0.6511, -6.1558], [1.3377, 2.8278, 0.0399], [-3.2953, 0.4654, 1.6257], [-0.8953, 0.0130, -5.2203], [2.0004, -0.9465, 5.1891], [1.3467, -0.7618, 3.9757], [-2.6988, 3.2479, -0.6373], [-2.6724, -0.0577, -3.6999], [2.8258, -2.6314, -1.9380], [2.9813, -3.8033, 0.1534], [3.2155, 3.8071, -1.0912], [2.2140, -1.5622, -1.2988], [-3.4769, -0.7223, -4.6034], [-3.3223, 1.8439, 1.0868], [3.3181, -0.5373, 5.3326], [3.9815, 0.0549, 4.2648], [-3.9812, 4.1307, 1.1649], [-2.6657, -4.1630, 2.7439], [-2.9650, -1.0217, -5.8500], [3.2998, 1.5089, -0.3758], [-3.9744, 2.8693, 1.7434], [1.9875, -1.6054, 0.0757], [3.8978, 2.6009, -0.9904], [2.3762, -2.7302, 0.7977], [-1.3719, 0.3334, -3.9563], [4.8950, 2.5071, -1.4020], [-3.3291, 5.2915, -0.5292], [0.3149, -1.0821, 3.8745], [0.3286, 2.9284, 0.4298], [3.6807, 4.6537, -1.5797], [-2.1026, -3.5727, 3.4624], [3.8631, 0.6988, 2.2279], [2.9947, -2.5898, -3.0068], [-3.7628, 0.2272, 2.5772], [5.0094, 0.3772, 4.3763], [1.8992, -0.7033, -1.8817], [1.4793, -1.4063, 6.0194], [-3.6773, -3.7740, 2.6674], [3.8322, 0.5652, -0.3343], [3.6801, -4.5881, -1.7165], [3.2747, -4.6771, 0.7217], [3.8293, -0.6774, 6.2765], [-4.4857, 4.9520, 1.6573], [1.3925, 4.8557, -0.6627], [2.2118, -2.7825, 1.8682], [-4.4691, 2.6771, 2.6861], [-2.6906, -5.2054, 3.0600], [-2.1643, 3.3338, -1.5767]], "homo_lumo_gap_ev": 6.7, "e_above_lowest_kcal_mol": 9.34}



No. 4
{"formula": "C3H6ClN4", "method": "the ωB97M-V functional and the def2-TZVPD basis", "species": ["Cl", "N", "N", "N", "N", "C", "C", "C", "H", "H", "H", "H", "H", "H"], "positions_angstrom": [[-2.4666, -1.6943, -0.4633], [1.3161, -1.0132, -0.1939], [-1.2618, 2.6751, 0.6736], [0.2966, 1.0544, -0.3669], [-1.0166, -0.7830, -0.1431], [-0.9106, 0.5008, -0.4310], [1.4032, 0.3168, -0.4307], [0.0616, -1.5435, 0.4586], [-2.1987, 3.1068, 0.4671], [0.1514, -1.2496, 1.5647], [2.2634, 0.8753, -0.6447], [0.0534, -2.6446, 0.4404], [0.1856, 2.0194, -0.3019], [2.1228, -1.6204, -0.6290]], "homo_lumo_gap_ev": [8.0, 8.1], "e_above_lowest_kcal_mol": 171.50, "charge": 1}



No. 5
{"formula": "C31H33ClN6OPb", "method": "the ωB97M-V functional and the def2-TZVPD basis", "species": ["Pb", "Cl", "O", "N", "N", "N", "N", "N", "N", "C", "C", "C", "C", "C", "C", "C", "C", "C", "C", "C", "C", "C", "C", "C", "C", "C", "C", "C", "C", "C", "C", "C", "C", "C", "C", "C", "C", "C", "C", "C", "H", "H", "H", "H", "H", "H", "H", "H", "H", "H", "H", "H", "H", "H", "H", "H", "H", "H", "H", "H", "H", "H", "H", "H", "H", "H", "H", "H", "H", "H", "H", "H", "H"], "positions_angstrom": [[-1.1243, -1.5346, -3.5153], [-5.0440, 4.0867, 7.6290], [1.6567, -0.1312, 4.0167], [-1.4453, -0.7516, 0.9724], [-0.2490, -3.9166, -3.4030], [-0.7791, -1.0244, -1.1464], [0.1193, 0.5468, -4.0678], [1.0303, -1.9133, -4.6595], [-0.1090, -0.5898, 0.8731], [-0.3775, 1.7385, -3.7721], [1.1208, 2.8314, 4.0210], [0.6687, 0.4790, 3.1920], [-0.6595, -6.2519, -3.0130], [0.3485, -6.6118, -3.8825], [0.1386, 2.9266, -4.3046], [1.1953, 2.8533, -5.1880], [1.1674, 0.4649, -4.9212], [2.8687, -1.0750, -5.9728], [-3.5972, 2.8057, 4.2219], [1.0733, -5.6076, -4.5119], [2.6636, -3.4141, -5.6304], [-4.3122, 3.5255, 5.1241], [2.5096, 1.9050, 2.1653], [3.3516, -2.3486, -6.1814], [0.2824, -0.7454, -0.3836], [-2.5631, 1.5100, 6.0240], [-3.2706, 2.2148, 6.9470], [-1.9951, 0.9576, 3.6008], [-4.1626, 3.2362, 6.5116], [0.7882, -0.5451, 2.0363], [1.7195, 1.6037, -5.5058], [-0.6327, 0.3686, 4.0301], [0.7594, -4.2576, -4.2488], [-1.8248, -0.9977, -0.2520], [0.1551, 2.5697, 1.7439], [1.6857, -0.8780, -5.1880], [1.0968, 1.9327, 2.7820], [-0.9280, -4.8769, -2.8077], [-2.7004, 1.7770, 4.6345], [1.4847, -3.1702, -4.8598], [-0.7400, -0.6992, 4.2236], [3.3959, -0.2342, -6.4008], [-0.7513, 2.9812, 2.1902], [-4.9907, 4.3093, 4.8146], [-3.1769, 2.0067, 8.0050], [-2.6850, 0.1305, 3.3823], [-0.3486, 0.8086, 4.9845], [0.5745, -7.6529, -4.0730], [0.7312, -1.5182, 2.5203], [-0.1227, 1.8756, 0.9440], [-1.2258, 1.7576, -3.0965], [1.3117, -0.6889, -0.7072], [-1.7256, -4.5727, -2.1374], [0.6709, 3.4111, 1.2754], [1.6125, 3.7481, -5.6322], [-1.9532, 1.5096, 2.6654], [2.9317, 2.9107, 2.1831], [3.0335, -4.4184, -5.7804], [1.8547, -5.8788, -5.2067], [1.8612, 0.4183, 4.7800], [1.7889, -0.4527, 1.6236], [-3.7067, 3.0180, 3.1659], [4.2519, -2.5114, -6.7616], [-2.8569, -1.1917, -0.5119], [-0.3007, 3.8783, -4.0337], [1.8186, 2.4836, 4.7876], [-1.9101, 0.7181, 6.3648], [3.1869, 1.2503, 2.7102], [2.5330, 1.5400, -6.2146], [-1.2514, -6.9980, -2.4975], [1.4622, 3.8286, 3.7369], [2.4853, 1.5941, 1.1153], [0.1312, 2.9470, 4.4710]], "homo_lumo_gap_ev": [6.7, 3.1], "e_above_lowest_kcal_mol": 2.22, "charge": 4}



No. 6
{"formula": "C9H36N18O9", "method": "the ωB97M-V functional and the def2-TZVPD basis", "species": ["O", "O", "O", "O", "O", "O", "O", "O", "O", "N", "N", "N", "N", "N", "N", "N", "N", "N", "N", "N", "N", "N", "N", "N", "N", "N", "N", "C", "C", "C", "C", "C", "C", "C", "C", "C", "H", "H", "H", "H", "H", "H", "H", "H", "H", "H", "H", "H", "H", "H", "H", "H", "H", "H", "H", "H", "H", "H", "H", "H", "H", "H", "H", "H", "H", "H", "H", "H", "H", "H", "H", "H"], "positions_angstrom": [[5.1629, -3.8639, 6.3160], [-1.5613, 1.9004, 0.3799], [0.1516, 9.1838, 1.8581], [-6.7298, -0.6361, -2.5798], [3.9903, -6.1099, -0.2688], [-6.4234, 7.8213, 1.7369], [6.6048, 1.7858, 2.8742], [-2.8368, -7.2213, -4.8697], [4.2977, -0.1908, -4.5469], [-0.6923, -0.1544, -0.0364], [-6.1312, 6.0771, 3.0502], [5.6073, -0.7068, -2.7990], [2.8901, -6.6345, -2.1296], [3.1768, -3.1102, 5.9935], [-1.0909, 8.1623, 0.4987], [3.5423, -5.2693, 6.0351], [0.6161, 1.4364, 0.6028], [-8.2581, 0.1451, -3.8875], [8.0767, 0.2375, 2.2132], [-7.0654, 7.6943, 3.9700], [5.5806, 1.3070, -3.5735], [-0.7645, 7.1390, 2.3690], [-4.7038, -6.3277, -5.4218], [1.8190, -6.1907, -0.2304], [-7.3918, 1.4870, -2.3747], [8.3740, 2.2332, 1.7409], [-4.2580, -8.2856, -6.2970], [4.0030, -4.1002, 6.0312], [-6.6482, 7.2219, 2.7912], [7.6990, 1.4715, 2.3865], [-0.6139, 1.1465, 0.2698], [-3.8473, -7.3036, -5.5173], [5.1660, 0.0746, -3.7510], [2.9141, -6.3687, -0.8146], [-7.3596, 0.3681, -2.9859], [-0.4743, 8.2036, 1.6040], [-5.0753, -8.1474, -6.8741], [-7.1984, 8.6498, 4.2694], [1.2766, 0.7967, 0.1847], [3.7346, -6.9967, -2.5489], [8.8050, 1.9834, 0.8623], [-3.6967, -9.1191, -6.1957], [-5.4153, 5.6714, 2.4646], [1.8949, -5.7488, 0.6746], [-0.5929, 7.2839, 3.3537], [-8.4661, -0.8013, -4.1726], [9.0264, -0.0747, 2.0689], [-8.1040, 2.1868, -2.5267], [-5.3710, -6.1332, -6.1546], [-1.5708, -0.5930, -0.2732], [5.1691, 2.0491, -4.1213], [0.9791, 2.3669, 0.7529], [2.1906, -3.3138, 6.0722], [1.9443, -6.7978, -2.4442], [1.0501, -6.1198, -0.8815], [-7.1680, 7.1256, 4.7984], [5.6192, -1.6678, -3.1097], [-4.7316, -5.5828, -4.7404], [6.3529, 1.3844, -2.9273], [-6.6028, 1.5813, -1.7513], [8.2026, 3.2032, 1.9643], [3.4796, -2.3776, 5.3677], [-1.0247, 9.0556, 0.0320], [7.5605, -0.4445, 2.7502], [-1.2278, 6.2874, 2.0858], [2.5436, -5.3427, 5.9034], [-8.9054, 0.8447, -4.2215], [4.1877, -6.0216, 6.2288], [0.1751, -0.6562, 0.0895], [6.2787, -0.3967, -2.1111], [-6.2334, 5.6739, 3.9705], [-1.9079, 7.5689, 0.5229]], "smiles": "NC(N)=O.NC(N)=O.NC(N)=O.NC(N)=O.NC(N)=O.NC(N)=O.NC(N)=O.NC(N)=O.NC(N)=O", "homo_lumo_gap_ev": 9.3, "e_above_lowest_kcal_mol": 219.14}